Entry 1:
Below is an isolated molecule of C4H6N2, with properties calculated with ωB97M-V/def2-TZVPD.

As for the total energy: -265.514938 hartree. Its energy relative to the best compared isomer or geometry (same formula, charge and spin) is 54.2 kJ/mol. Its spin multiplicity is 1. The strongest force on any atom is 0.0139 Eh/bohr.

Cartesian coordinates (Å):
N 0.925 -1.606 -0.872
C 0.188 -0.568 -0.281
C 0.903 0.471 0.356
C 0.014 1.462 0.674
N -1.221 1.037 0.275
C -1.141 -0.221 -0.297
H 0.486 -2.513 -0.858
H 1.822 -1.653 -0.392
H 1.974 0.356 0.479
H 0.143 2.435 1.125
H -2.077 1.518 0.482
H -2.017 -0.718 -0.691

Atom charges from the Mulliken analysis, given in e for atoms 1 to 4: N -0.543; C 0.922; C -0.325; C -0.770



Entry 2:
Below is a structure of composition C4H6N2, with properties calculated with ωB97M-V/def2-TZVPD.

As for the total energy: -265.450399 hartree. Its energy relative to the best compared isomer or geometry (same formula, charge and spin) is 223.6 kJ/mol. Its spin multiplicity is 1. The strongest force on any atom is 0.0101 Eh/bohr.

Cartesian coordinates (Å):
N -2.004 0.218 -0.253
C -0.616 0.111 -0.159
C 0.302 1.163 -0.204
N 1.585 0.720 -0.160
C 1.465 -0.699 -0.021
C 0.124 -1.073 -0.025
H -2.367 1.111 0.049
H -2.507 -0.540 0.187
H 0.089 2.226 -0.217
H 1.834 0.145 0.914
H 2.353 -1.299 -0.159
H -0.258 -2.082 0.047

Atom charges from the Mulliken analysis, given in e for atoms 1 to 4: N -0.549; C 0.936; C -0.715; N -0.508



Entry 3:
Below is a cluster of 3 separate species, C4H6N2 in total, with properties calculated with ωB97M-V/def2-TZVPD.

As for the total energy: -265.286244 hartree. Its energy relative to the best compared isomer or geometry (same formula, charge and spin) is 654.6 kJ/mol. Its spin multiplicity is 1. The strongest force on any atom is 0.0202 Eh/bohr.

Cartesian coordinates (Å):
C 1.363 -0.102 0.847
C 0.236 0.249 -0.044
N -0.052 0.151 -1.284
C -1.251 0.082 -0.449
C -1.787 -1.262 -0.393
N -2.267 -2.313 -0.279
H 1.661 -1.127 0.591
H 2.221 0.559 0.702
H 1.052 -0.079 1.892
H -0.343 1.896 0.425
H 0.285 0.416 -2.204
H -1.119 1.530 0.195

Atom charges from the Mulliken analysis, given in e for atoms 1 to 4: C -1.009; C 0.350; N -0.185; C -0.235



Entry 4:
Below is an isolated molecule of C4H6N2, with properties calculated with ωB97M-V/def2-TZVPD.

As for the total energy: -265.466306 hartree. Its energy relative to the best compared isomer or geometry (same formula, charge and spin) is 181.9 kJ/mol. Its spin multiplicity is 1. The strongest force on any atom is 0.0371 Eh/bohr.

Cartesian coordinates (Å):
N 1.871 0.552 -0.013
C 0.560 0.117 0.154
C 0.129 -0.925 0.918
N -1.168 -1.333 0.594
C -1.538 -0.619 -0.416
C -0.625 0.542 -0.632
H 2.468 0.429 0.790
H 2.046 1.409 -0.510
H 0.691 -1.492 1.649
H -2.449 -0.762 -0.972
H -1.503 0.985 0.002
H -0.484 1.097 -1.564

Atom charges from the Mulliken analysis, given in e for atoms 1 to 4: N -0.504; C 0.584; C -0.557; N -0.545



Entry 5:
Below is an isolated molecule of C4H6N2, with properties calculated with ωB97M-V/def2-TZVPD.

As for the total energy: -265.408654 hartree. Its energy relative to the best compared isomer or geometry (same formula, charge and spin) is 333.2 kJ/mol. Its spin multiplicity is 1. The strongest force on any atom is 0.0155 Eh/bohr.

Cartesian coordinates (Å):
C 1.399 0.860 0.924
C 0.151 0.277 0.324
C -1.191 0.395 0.802
C -1.824 -0.312 -0.198
N -1.000 -0.835 -1.209
N 0.266 -0.476 -0.795
H 2.152 0.078 1.107
H 1.840 1.621 0.263
H 1.118 1.328 1.872
H -2.869 -0.588 -0.333
H -1.072 -1.841 -1.297
H 1.030 -0.507 -1.460

Atom charges from the Mulliken analysis, given in e for atoms 1 to 4: C -1.120; C 0.859; C -0.938; C -0.251



Entry 6:
Below is a structure of composition C4H6N2, with properties calculated with ωB97M-V/def2-TZVPD.

As for the total energy: -265.355404 hartree. Its energy relative to the best compared isomer or geometry (same formula, charge and spin) is 473.0 kJ/mol. Its spin multiplicity is 1. The strongest force on any atom is 0.0636 Eh/bohr.

Cartesian coordinates (Å):
C -1.610 0.390 0.136
N -0.746 -0.668 0.619
C 1.100 -0.326 0.353
C 1.510 0.765 -0.261
C -0.167 -1.505 -0.251
N 0.457 -2.327 -0.845
H 1.609 -0.909 1.105
H -1.936 0.299 -0.905
H -2.499 0.398 0.767
H -1.090 1.356 0.212
H 2.426 1.233 0.084
H 0.946 1.295 -1.015

Atom charges from the Mulliken analysis, given in e for atoms 1 to 4: C -0.770; N -0.230; C -0.006; C -0.709



Entry 7:
Below is an isolated molecule of C4H6N2, with properties calculated with ωB97M-V/def2-TZVPD.

As for the total energy: -265.489620 hartree. Its energy relative to the best compared isomer or geometry (same formula, charge and spin) is 120.6 kJ/mol. Its spin multiplicity is 1. The strongest force on any atom is 0.1047 Eh/bohr.

Cartesian coordinates (Å):
C -1.891 -0.187 0.028
C -0.393 -0.098 0.020
C 0.423 1.007 -0.121
N 1.707 0.570 -0.085
C 1.624 -0.779 -0.174
N 0.394 -1.227 -0.104
H -2.351 0.789 0.212
H -2.238 -0.893 0.790
H -2.243 -0.553 -0.944
H -0.061 1.608 0.750
H 2.519 1.150 -0.084
H 2.510 -1.385 -0.286

Atom charges from the Mulliken analysis, given in e for atoms 1 to 4: C -0.977; C 0.544; C -0.338; N -0.021



Entry 8:
Below is an isolated molecule of C4H6N2, with properties calculated with ωB97M-V/def2-TZVPD.

As for the total energy: -265.380964 hartree. Its energy relative to the best compared isomer or geometry (same formula, charge and spin) is 405.9 kJ/mol. Its spin multiplicity is 1. The strongest force on any atom is 0.0526 Eh/bohr.

Cartesian coordinates (Å):
N 2.102 -1.310 -0.002
C 1.413 -0.473 -0.440
C 0.213 0.312 -0.216
N 0.323 1.261 0.860
C -1.237 0.187 -0.647
C -0.602 -0.976 0.077
H 1.054 1.005 1.514
H 0.544 2.182 0.486
H -1.484 0.013 -1.694
H -1.872 0.934 -0.176
H -0.030 -1.425 0.944
H -0.427 -1.710 -0.705

Atom charges from the Mulliken analysis, given in e for atoms 1 to 4: N -0.534; C 0.199; C 0.541; N -0.597



Entry 9:
Below is an isolated molecule of C4H6N2, with properties calculated with ωB97M-V/def2-TZVPD.

As for the total energy: -265.358746 hartree. Its energy relative to the best compared isomer or geometry (same formula, charge and spin) is 464.3 kJ/mol. Its spin multiplicity is 1. The strongest force on any atom is 0.0208 Eh/bohr.

Cartesian coordinates (Å):
C 1.711 -0.509 -0.267
C 0.421 -0.025 -0.778
C -0.788 -0.647 -0.128
N -1.547 0.455 0.471
C -0.969 1.672 0.452
N -0.465 2.718 0.509
H 2.303 -0.820 -1.138
H 1.731 -1.277 0.521
H 2.241 0.394 0.082
H -1.355 -1.086 -0.965
H -0.627 -1.436 0.626
H -2.547 0.466 0.341

Atom charges from the Mulliken analysis, given in e for atoms 1 to 4: C -0.864; C -0.281; C -0.179; N -0.249



Entry 10:
Below is a cluster of 2 separate species, C4H6N2 in total, with properties calculated with ωB97M-V/def2-TZVPD.

As for the total energy: -265.446383 hartree. Its energy relative to the best compared isomer or geometry (same formula, charge and spin) is 234.2 kJ/mol. Its spin multiplicity is 1. The strongest force on any atom is 0.0077 Eh/bohr.

Cartesian coordinates (Å):
H 2.036 2.000 0.384
N 1.955 0.989 0.273
C 0.744 0.668 0.092
C -0.489 1.504 0.036
C -1.505 0.656 -0.149
C -0.897 -0.697 -0.206
N 0.378 -0.701 -0.080
H -0.510 2.581 0.127
H -2.558 0.881 -0.254
H -1.451 -1.621 -0.343
H 1.176 -2.851 0.009
H 1.114 -3.598 0.002

Atom charges from the Mulliken analysis, given in e for atoms 1 to 4: H 0.268; N -0.543; C 0.242; C -0.168



Question: energy relative to the best compared isomer or geometry (same formula, charge and spin) of number 10 (C4H6N2)?
Answer: 234.2 kJ/mol



Question: Which of these has the lowest energy relative to the best compared isomer or geometry (same formula, charge and spin)?
Answer: number 1